Computed, not measured: a molecular structure, C38H34FGaN6O7S3, with ωB97M-V/def2-TZVPD.

Computed properties:
- ΔE to the lowest compared entry with this formula, charge and spin (kcal per mole) = 17.5
- E_LUMO (eV) = -0.7
- HOMO level (eV) = -7.2

Cartesian coordinates (Å):
Ga: 0.062110 0.029895 0.559397
S: -3.215812 2.750232 0.926724
S: -0.001459 -0.195554 2.776904
S: -2.787827 -0.488607 -0.480688
F: -1.171923 -6.626655 -0.344813
O: -2.881037 3.758454 1.980610
O: 1.776675 0.384855 -0.135216
O: 3.902766 0.034963 -0.660178
O: 0.306305 -1.962236 0.302987
O: 0.270960 -0.848964 -2.504432
O: -2.819387 -0.691605 0.940720
O: -3.735060 0.424877 -1.061780
N: -0.008490 2.498907 2.111782
N: -0.055675 2.122570 0.932988
N: -1.240132 -0.132199 -0.927646
N: -0.154982 3.205898 4.703443
N: 3.539558 -3.945997 -1.161524
N: -0.205267 1.916132 4.335796
C: -3.701489 -4.034213 -2.246474
C: 2.322733 6.461630 3.766619
C: -3.869855 -2.953833 -1.389842
C: -5.728514 3.189436 -0.064554
C: 2.533849 -1.865677 -0.516597
C: -0.176670 4.515904 0.394532
C: -0.043546 3.193036 -0.023172
C: 1.249307 -3.952801 -0.452734
C: 2.716013 5.179615 3.404218
C: -1.603250 -3.150073 -3.066817
C: 1.116763 6.630553 4.429518
C: 1.918536 4.080831 3.674136
C: 3.582710 -2.627132 -0.959075
C: -0.799196 -0.968111 -1.955102
C: 2.784306 -0.377049 -0.427500
C: -0.022048 -5.954581 -0.528187
C: -1.764092 -2.083600 -2.198643
C: 0.310884 5.538089 4.708150
C: 0.696314 4.256413 4.319611
C: 5.469903 -5.127602 -0.208435
C: -0.022889 5.212391 -1.905066
C: -3.444602 3.659904 -0.623654
C: 1.070393 -6.657952 -1.029680
C: -4.802985 4.329045 -0.482895
C: -0.165314 5.520838 -0.555797
C: 4.455693 -5.809697 -2.444252
C: 0.037313 -4.623481 -0.237038
C: -2.585894 -4.129468 -3.077983
C: 1.325800 -2.521631 -0.182611
C: 2.271412 -6.021553 -1.248234
C: -0.045395 1.526136 3.119332
C: 0.104118 2.872336 -1.365257
C: 3.447257 -6.767295 -1.824032
C: 0.112753 3.891718 -2.306448
C: -5.011363 2.435047 1.058427
C: 4.781816 -4.671472 -1.488750
C: 2.358961 -4.645881 -0.948651
C: -2.872117 -1.998569 -1.385527
H: -0.818762 -4.084032 0.145229
H: -6.711981 3.536460 0.253678
H: 3.922409 -7.367346 -1.043436
H: -4.749121 5.085047 0.304205
H: 0.789542 7.618872 4.726222
H: -3.441730 2.919368 -1.428056
H: -5.869907 2.515273 -0.912259
H: -5.179707 1.360198 1.039234
H: 3.658849 5.023610 2.895395
H: 2.949632 7.312958 3.538171
H: -0.275670 6.550331 -0.240924
H: 6.397280 -5.649639 -0.446321
H: -4.447684 -4.817657 -2.266761
H: 2.262605 3.098210 3.384316
H: 4.522357 -2.129203 -1.166194
H: -2.487164 -4.983523 -3.735183
H: 5.710161 -4.271850 0.422393
H: -4.733019 -2.874350 -0.743272
H: -5.124805 4.817282 -1.403449
H: 4.053081 -5.392873 -3.370084
H: -5.239377 2.826444 2.050439
H: -2.590368 4.326717 -0.725672
H: 0.226290 1.848024 -1.680031
H: 4.833273 -5.799867 0.367877
H: -0.639498 5.676627 5.209861
H: 5.417078 -3.947394 -1.999802
H: 3.088066 -7.471477 -2.575415
H: -0.313778 4.737886 1.442928
H: 0.957608 -7.710424 -1.258603
H: -0.725532 -3.207332 -3.697059
H: -0.628593 3.348515 5.576689
H: -0.014238 6.004977 -2.642413
H: 0.235063 3.647088 -3.353099
H: 5.378699 -6.333138 -2.695211

Cartesian forces, eV/Å:
0.39 -0.03 -0.08
0.20 -0.13 -0.06
-0.13 0.06 0.09
0.14 0.00 0.04
-0.03 -0.02 0.00
-0.06 0.07 -0.01
0.02 0.07 0.05
-0.01 0.02 0.01
0.01 -0.13 0.13
-0.04 -0.06 -0.09
-0.13 -0.06 -0.06
-0.02 0.00 0.01
0.14 -0.03 0.21
0.19 0.21 0.00
-0.31 0.04 0.02
-0.17 -0.05 -0.07
-0.03 -0.04 0.01
0.07 -0.04 0.05
-0.01 -0.03 0.00
0.00 -0.03 0.01
0.05 -0.03 0.00
0.00 -0.04 -0.01
0.04 -0.06 0.07
0.01 0.06 -0.06
-0.05 -0.08 0.04
-0.01 -0.01 0.02
0.01 0.01 -0.07
-0.01 0.02 0.04
0.00 -0.02 0.02
-0.03 -0.05 0.00
0.03 0.05 -0.01
0.07 0.13 0.09
-0.07 -0.07 -0.08
0.01 0.02 0.02
0.04 0.03 -0.10
-0.02 0.04 -0.08
-0.01 0.07 -0.06
0.00 0.00 0.01
0.01 0.00 0.00
-0.05 0.04 -0.03
0.02 0.02 -0.01
0.02 0.01 0.01
0.03 -0.02 0.00
0.02 -0.02 0.01
0.03 -0.02 0.00
-0.01 0.00 0.01
-0.01 0.03 -0.07
-0.04 0.01 -0.01
-0.09 0.15 -0.07
-0.03 0.07 -0.03
-0.01 -0.02 -0.02
0.00 0.01 0.03
-0.02 0.00 0.08
0.02 0.04 -0.02
0.02 0.00 -0.01
-0.12 -0.03 -0.06
0.01 0.00 -0.01
0.01 0.02 0.03
0.00 0.02 0.01
-0.02 0.02 -0.02
0.01 0.00 0.00
0.03 0.03 0.05
-0.02 0.01 0.00
0.02 0.02 0.02
0.00 0.02 0.01
0.00 0.00 0.00
0.00 0.00 -0.01
0.00 0.00 0.00
0.00 0.00 -0.01
-0.08 -0.07 -0.02
0.00 0.00 0.01
0.00 0.00 0.00
0.00 0.00 -0.01
-0.01 0.01 -0.01
0.00 -0.03 -0.02
-0.01 0.02 0.01
-0.05 -0.01 -0.01
-0.05 0.02 -0.02
0.03 -0.09 0.02
0.00 0.00 0.00
-0.01 -0.01 -0.02
0.00 -0.01 -0.01
0.01 -0.01 0.01
0.00 -0.01 -0.02
-0.01 0.00 0.00
0.00 0.00 0.00
0.09 -0.08 0.13
-0.01 0.00 0.00
-0.01 0.01 0.00
-0.01 0.00 -0.02